1.
{
  "formula": "C3H6O2",
  "method": "the ωB97M-V functional and the def2-TZVPD basis",
  "symbols": ["C", "C", "O", "C", "O", "H", "H", "H", "H", "H", "H"],
  "xyz": [[-1.5380, 0.0423, -0.1452], [-0.1746, -0.1344, 0.4768], [-0.0228, -0.0918, 1.6811], [1.0814, -0.2737, -0.3838], [1.9398, 0.7968, -0.0665], [-2.1975, -0.7800, 0.1523], [-1.4796, 0.0966, -1.2316], [-1.9772, 0.9667, 0.2419], [0.8683, -0.2219, -1.4537], [1.5535, -1.2475, -0.1703], [1.9467, 0.8469, 0.8990]],
  "forces_ev_per_angstrom": [[0.0, 0.0, -0.1], [0.0, 0.0, 0.5], [0.0, 0.0, -0.4], [-0.1, -0.2, -0.2], [0.2, 0.0, 0.1], [0.1, 0.1, 0.0], [-0.1, 0.0, 0.0], [0.1, -0.1, 0.0], [0.0, 0.0, 0.1], [-0.2, 0.1, 0.0], [0.1, 0.1, 0.0]],
  "mulliken_charge": [-0.98, 0.66, -0.55, -0.33, -0.50, 0.30, 0.30, 0.28, 0.26, 0.22, 0.33],
  "gap_ev": 10.76,
  "charge": 0,
  "spin_multiplicity": 1,
  "molar_mass_g_mol": 74.08
}

2.
{
  "formula": "C3H8NOP",
  "method": "the ωB97M-V functional and the def2-TZVPD basis",
  "symbols": ["C", "C", "C", "N", "O", "P", "H", "H", "H", "H", "H", "H", "H", "H"],
  "xyz": [[1.4473, -0.5500, 0.3868], [-0.7261, 1.5425, -0.1998], [-1.4484, -1.3178, 0.1427], [1.2206, -1.2296, -2.7146], [0.1481, -0.8353, -2.3738], [-0.1733, -0.2342, -0.3906], [1.9954, -1.0632, -0.3583], [1.3263, -1.0651, 1.2769], [1.8994, 0.4780, 0.4696], [-0.7124, 1.9949, -1.1413], [0.1156, 1.9752, 0.5223], [-1.6870, 1.6120, 0.1551], [-1.3725, -2.3330, -0.2632], [-2.3950, -0.9527, 0.4048]],
  "forces_ev_per_angstrom": [[-0.4, 3.1, -2.1], [4.8, -1.1, 1.8], [3.1, 0.7, -1.4], [2.3, -0.8, -0.7], [-1.8, 1.0, 0.5], [-3.6, -1.3, 1.6], [0.9, -0.9, -0.7], [-0.1, -0.8, 1.6], [-0.2, -1.1, 0.3], [0.4, 0.9, -1.5], [-2.2, -0.3, -1.5], [-2.1, 0.0, 1.3], [0.0, 0.3, 0.6], [-1.2, 0.6, 0.0]],
  "mulliken_spin": [0.07, 0.00, 0.37, 1.35, 0.18, 0.06, 0.00, -0.01, 0.00, 0.00, 0.00, 0.00, 0.00, 0.00],
  "gap_ev": [7.62, 7.72],
  "charge": 0,
  "spin_multiplicity": 3,
  "molar_mass_g_mol": 105.08
}

3.
{
  "formula": "C5H13NO",
  "method": "the ωB97M-V functional and the def2-TZVPD basis",
  "symbols": ["C", "N", "C", "C", "C", "C", "H", "H", "H", "H", "H", "H", "H", "H", "H", "H", "H", "H", "H", "O"],
  "xyz": [[1.2391, -1.5052, 1.0973], [-0.1598, -1.4900, 0.7482], [-0.3217, -1.4512, -0.7261], [-0.0884, 2.3425, -1.0057], [-0.4422, 0.8597, -1.3928], [0.4360, -0.2661, -1.2974], [1.7854, -0.6487, 0.7047], [1.7231, -2.4189, 0.7984], [1.1869, -1.4143, 2.1745], [-0.7180, -2.1482, 1.2314], [0.2491, -2.4275, -1.0591], [-1.2944, -1.5472, -1.2634], [-0.7764, 2.5654, -0.2520], [-0.3591, 3.0055, -1.8878], [1.0039, 2.4802, -0.8198], [-1.5197, 0.6819, -1.5039], [1.4593, -0.2984, -1.5401], [-0.1402, 1.2316, 1.1033], [-1.5164, 1.2348, 1.6850], [-0.6128, 1.2820, 1.9174]],
  "forces_ev_per_angstrom": [[-0.6, 1.2, 1.9], [1.1, -0.6, -3.6], [1.3, -1.1, -1.9], [1.1, -1.3, -4.3], [3.0, -1.0, 1.0], [-4.8, 2.9, -0.1], [-0.2, -0.1, -0.2], [0.1, -0.6, -0.2], [0.7, -0.2, 0.4], [-1.1, -0.6, 1.0], [-0.8, 1.2, 0.7], [0.2, 0.2, 1.5], [-0.6, 0.7, 1.5], [0.3, -0.6, 1.0], [-1.1, -0.1, 0.3], [0.3, -0.2, 0.4], [1.1, 0.3, 0.3], [0.6, 0.1, -0.9], [-1.7, 0.0, -0.3], [1.1, -0.4, 1.3]],
  "mulliken_spin": [0.03, 0.74, 0.01, 0.00, 0.01, 0.06, 0.01, 0.03, 0.00, -0.03, 0.08, 0.00, 0.00, 0.00, 0.00, 0.00, 0.00, 0.00, 0.00, 0.03],
  "gap_ev": [10.10, 5.63],
  "charge": 1,
  "spin_multiplicity": 2,
  "molar_mass_g_mol": 103.16
}

4.
{
  "formula": "C7H6HfNO6",
  "method": "the ωB97M-V functional and the def2-TZVPD basis",
  "symbols": ["O", "C", "Hf", "C", "O", "C", "O", "C", "O", "C", "O", "H", "C", "C", "N", "O", "H", "H", "H", "H", "H"],
  "xyz": [[-0.6639, 3.1724, -5.9453], [-0.6539, 2.8286, -4.8531], [-0.4905, 0.7759, -0.7641], [-1.0745, 1.8460, 1.2866], [-1.0950, 2.0880, 2.4226], [-0.9449, -1.3331, -1.1550], [-0.9795, -2.4814, -1.3689], [1.6702, 1.1787, -1.4550], [2.8064, 0.9753, -1.5686], [-2.6520, 0.9351, -1.1649], [-3.7710, 0.7550, -1.4285], [-0.5697, 0.7379, -2.5299], [2.0311, -1.3411, 2.2474], [0.7243, -0.9600, 1.6586], [-0.4213, -1.4553, 2.1192], [0.7210, -0.1480, 0.6719], [2.1282, -2.4412, 2.2041], [2.0645, -1.0243, 3.3065], [2.8633, -0.8800, 1.6939], [-1.2974, -1.1711, 1.6910], [-0.3953, -2.0575, 2.9317]],
  "forces_ev_per_angstrom": [[0.0, -1.0, 3.2], [0.0, 0.9, -3.0], [3.6, 1.8, 2.5], [-0.4, 1.9, 6.8], [0.0, -1.1, -6.0], [-0.5, -8.8, -2.1], [0.1, 6.6, 1.2], [7.0, -1.0, -1.0], [-5.8, 1.3, 0.3], [-8.7, -1.0, -2.5], [6.0, 1.2, 1.5], [-0.4, -0.5, -0.7], [0.2, -0.1, 0.1], [-0.1, -1.5, 1.7], [1.4, 1.0, -0.9], [-1.7, 0.9, -2.0], [0.0, 0.3, 0.2], [0.1, -0.2, -0.3], [-0.4, -0.2, 0.3], [0.0, -0.4, 0.6], [-0.4, -0.2, 0.1]],
  "mulliken_charge": [-0.09, 0.11, 0.91, 0.27, -0.01, 0.40, -0.01, 0.36, 0.01, 0.43, 0.00, -0.06, -1.20, 0.83, -0.18, -0.40, 0.42, 0.41, 0.34, 0.17, 0.29],
  "gap_ev": 5.75,
  "charge": 3,
  "spin_multiplicity": 1,
  "molar_mass_g_mol": 378.62
}

5.
{
  "formula": "C6H7Cl2F4N3OS",
  "method": "the ωB97M-V functional and the def2-TZVPD basis",
  "symbols": ["N", "N", "C", "S", "N", "C", "C", "C", "O", "C", "F", "F", "Cl", "C", "F", "F", "Cl", "H", "H", "H", "H", "H", "H", "H"],
  "xyz": [[1.9779, -4.6819, 0.6912], [0.9610, -3.6632, 0.4862], [1.1314, -2.4583, -0.2138], [2.5184, -2.2065, -1.1011], [0.0605, -1.5677, -0.0643], [0.1209, -0.4689, -0.7368], [-0.9645, 0.5682, -0.6857], [-0.7278, 1.8264, 0.2340], [-0.3438, 1.3682, 1.5290], [0.4153, 2.7470, -0.3686], [0.6298, 3.8880, 0.3736], [0.1235, 3.0850, -1.6677], [2.0138, 1.8728, -0.4154], [-2.0997, 2.6673, 0.3535], [-2.4566, 3.2305, -0.8473], [-3.0467, 1.7785, 0.7373], [-1.9965, 3.9428, 1.6071], [1.8309, -5.5093, 0.0881], [2.8912, -4.2360, 0.5133], [0.1468, -3.6179, 1.0680], [0.8767, -0.3461, -1.4905], [-1.8577, 0.0820, -0.2861], [-1.2013, 0.9497, -1.6897], [-1.0035, 0.7496, 1.8856]],
  "forces_ev_per_angstrom": [[-1.0, 1.2, 0.1], [0.8, 1.5, -1.5], [1.6, -2.5, 0.1], [-0.2, 0.0, 0.2], [-0.4, 1.2, 0.2], [-0.6, -1.1, 0.2], [-0.7, 0.7, 0.3], [0.0, -0.4, 0.2], [-0.1, 0.9, -0.8], [1.0, 0.0, 0.3], [-0.5, -1.3, -1.2], [0.1, -0.1, 1.6], [-1.0, 0.5, 0.2], [1.0, 0.0, -0.2], [0.2, -0.8, 1.3], [0.0, 0.5, -0.3], [-0.3, -0.6, -0.7], [0.0, 1.1, 0.1], [-0.7, -0.3, -0.2], [0.0, -0.6, 0.6], [0.6, 0.1, -0.1], [0.0, 0.1, -0.1], [0.2, -0.3, 0.1], [0.1, 0.2, -0.4]],
  "mulliken_charge": [-0.63, -0.06, 0.45, -0.46, -0.34, -0.38, -1.19, 0.18, -0.61, 0.68, -0.22, -0.22, -0.12, 0.56, -0.22, -0.23, -0.12, 0.25, 0.27, 0.28, 0.70, 0.48, 0.46, 0.48],
  "gap_ev": 8.21,
  "charge": 0,
  "spin_multiplicity": 1,
  "molar_mass_g_mol": 316.11
}

6.
{
  "formula": "C3H12N2O3",
  "method": "the ωB97M-V functional and the def2-TZVPD basis",
  "symbols": ["C", "C", "C", "N", "O", "N", "H", "H", "H", "H", "H", "H", "H", "H", "H", "H", "O", "H", "H", "O"],
  "xyz": [[1.0319, 2.4356, 0.1606], [1.4006, 1.0188, -0.0506], [0.4572, -0.0851, 0.0779], [-0.1764, -0.6667, -1.0426], [-0.5279, 0.2826, 1.0196], [0.6070, 2.7500, 1.5727], [0.0745, 2.5646, -0.3613], [1.7908, 3.1231, -0.2076], [1.0191, -0.8968, 0.5841], [2.4236, 0.6593, 0.1082], [-0.1771, -1.6872, -1.1382], [-0.0163, -0.2034, -1.9305], [0.3265, 1.8669, 1.9809], [1.2950, 3.2357, 2.1241], [-1.3636, 0.1804, 0.5412], [-2.5404, -3.0267, -2.1759], [-2.3458, -2.3331, -1.5465], [-1.7149, -2.6412, -0.5836], [-0.7401, -3.7138, 0.6507], [-0.8239, -2.8631, 0.2166]],
  "forces_ev_per_angstrom": [[-1.5, 0.2, -0.1], [0.5, -0.6, 1.4], [-1.3, -0.8, 1.2], [1.2, 0.9, -1.6], [0.1, 0.4, -0.2], [0.6, -0.6, -0.7], [0.4, 0.2, -0.5], [0.0, 0.0, 0.1], [0.1, 0.0, 0.0], [0.1, 0.5, -0.9], [-0.2, -0.2, 0.7], [-0.2, 0.0, 0.0], [-0.2, 0.3, 0.4], [0.4, -0.2, 0.0], [-0.3, -0.1, 0.1], [0.2, -0.3, 0.2], [-0.1, 0.8, 0.3], [-0.3, -0.8, -0.8], [-0.3, 0.0, -0.2], [0.8, 0.5, 0.5]],
  "mulliken_charge": [-0.46, -0.30, 0.56, -0.45, -0.49, -0.51, 0.23, 0.40, 0.22, 0.33, 0.35, 0.18, 0.25, 0.24, 0.30, 0.22, -0.84, 0.42, 0.17, -0.85],
  "gap_ev": 4.06,
  "charge": 0,
  "spin_multiplicity": 1,
  "molar_mass_g_mol": 124.14
}

7.
{
  "formula": "C33H38ClN12O2Pt",
  "method": "the ωB97M-V functional and the def2-TZVPD basis",
  "symbols": ["Pt", "N", "C", "N", "C", "N", "N", "C", "N", "C", "C", "C", "C", "C", "N", "H", "H", "H", "H", "H", "H", "H", "H", "Cl", "C", "C", "O", "O", "H", "H", "C", "C", "N", "C", "C", "N", "C", "N", "N", "N", "C", "C", "C", "C", "C", "C", "H", "H", "H", "H", "H", "H", "H", "H", "H", "H", "H", "C", "C", "C", "C", "C", "C", "C", "C", "C", "C", "C", "C", "N", "H", "H", "H", "H", "H", "H", "H", "H", "H", "H", "H", "H", "H", "H", "H", "H", "H"],
  "xyz": [[-1.2425, -0.5137, 0.3971], [-0.8159, -2.8553, -1.8584], [-2.0329, -2.3099, -1.9351], [-2.8462, -2.6939, -2.9261], [-4.0889, -2.2022, -2.8434], [-4.9020, -2.4576, -3.9239], [-4.6225, -1.5288, -1.8393], [-3.7472, -1.1954, -0.8653], [-2.3925, -1.3988, -1.0109], [-4.1551, -0.6684, 0.3710], [-5.5055, -0.4401, 0.7376], [-5.7952, 0.0156, 1.9887], [-4.7471, 0.2501, 2.9117], [-3.4556, 0.0160, 2.4927], [-3.1461, -0.4068, 1.2704], [-0.6358, -3.5852, -2.5251], [-0.3797, -2.9338, -0.9400], [-4.6039, -3.2308, -4.4937], [-5.8861, -2.3977, -3.7254], [-6.2733, -0.6528, 0.0071], [-6.8249, 0.1879, 2.2785], [-4.9370, 0.5972, 3.9170], [-2.6129, 0.1694, 3.1577], [-2.6709, -5.5415, 0.1061], [-1.6583, -5.1856, 1.5532], [-1.0377, -3.7851, 1.3868], [-1.7089, -2.8362, 1.8429], [0.0577, -3.7325, 0.7826], [-0.8967, -5.9589, 1.5901], [-2.3229, -5.2258, 2.4105], [-0.1283, 2.6530, 1.3399], [0.2301, 1.4738, 2.1673], [-0.1784, 0.2412, 1.9688], [0.3361, -0.5522, 2.9707], [1.0705, 0.2234, 3.8003], [0.9894, 1.5117, 3.2981], [1.7236, 2.6475, 3.7894], [3.1516, 2.5073, 3.6520], [3.8311, 1.9133, 4.6644], [5.0395, 1.7093, 4.3120], [5.1914, 2.1510, 3.0127], [6.3200, 2.1490, 2.1854], [6.1699, 2.6670, 0.9225], [4.9294, 3.1803, 0.4848], [3.8154, 3.1892, 1.2875], [3.9730, 2.6544, 2.5708], [-0.7844, 2.3071, 0.5457], [0.7467, 3.0917, 0.8581], [-0.6337, 3.4167, 1.9353], [0.1211, -1.6085, 2.9706], [1.6535, -0.0016, 4.6757], [1.5435, 2.7856, 4.8543], [1.3944, 3.5329, 3.2501], [7.2613, 1.7515, 2.5385], [7.0078, 2.6747, 0.2387], [4.8502, 3.5581, -0.5261], [2.8716, 3.5763, 0.9303], [-2.3984, 1.5985, -2.0916], [-1.1922, 1.6017, -3.0249], [-0.3268, 2.8413, -2.7538], [-0.2642, 0.3952, -3.0854], [0.0379, -0.0811, -4.3608], [1.0649, -0.9766, -4.5957], [1.8792, -1.3329, -3.5297], [1.6271, -0.8901, -2.2406], [2.6850, -1.1516, -1.1846], [2.2417, -1.8247, 0.1108], [3.4091, 0.1571, -0.8573], [0.4704, -0.1061, -1.9851], [0.2068, 0.2629, -0.6844], [-2.9152, 2.5582, -2.1859], [-2.1181, 1.4569, -1.0487], [-3.1098, 0.8127, -2.3464], [-1.6003, 1.6968, -4.0365], [0.1102, 2.7702, -1.7533], [-0.9237, 3.7565, -2.8026], [0.4927, 2.9163, -3.4705], [-0.5584, 0.2764, -5.1944], [1.2559, -1.3510, -5.5938], [2.7437, -1.9675, -3.6973], [3.4096, -1.8204, -1.6635], [1.7019, -1.1199, 0.7418], [3.1273, -2.1609, 0.6603], [1.5884, -2.6832, -0.0382], [2.6931, 0.8663, -0.4352], [3.8548, 0.6082, -1.7475], [4.1974, -0.0125, -0.1183]],
  "forces_ev_per_angstrom": [[-0.3, 0.5, -0.1], [-0.1, 0.0, 0.0], [-0.1, 0.0, 0.0], [-0.1, 0.0, 0.1], [0.0, 0.0, -0.1], [0.0, 0.0, 0.0], [0.0, 0.0, 0.0], [-0.1, 0.0, 0.0], [0.3, -0.1, -0.1], [-0.1, 0.0, -0.1], [0.0, 0.0, 0.0], [0.0, 0.0, 0.0], [0.0, 0.0, 0.0], [0.0, 0.0, 0.0], [0.0, -0.2, 0.2], [0.0, 0.0, 0.0], [0.1, 0.0, 0.0], [0.0, 0.0, 0.0], [0.0, 0.0, 0.0], [0.0, 0.0, 0.0], [0.0, 0.0, 0.0], [0.0, 0.0, 0.0], [0.0, 0.0, 0.0], [0.0, 0.0, 0.0], [0.0, 0.0, -0.1], [-0.1, 0.1, 0.0], [0.2, -0.2, 0.2], [-0.3, -0.2, 0.1], [0.0, 0.0, 0.0], [0.0, 0.0, 0.0], [0.0, 0.0, 0.0], [0.0, 0.0, 0.0], [-0.1, 0.2, 0.0], [0.0, -0.1, 0.0], [0.0, 0.0, 0.1], [0.1, 0.0, -0.2], [0.0, 0.1, 0.1], [0.0, -0.2, 0.0], [0.1, 0.0, 0.0], [-0.1, 0.0, 0.0], [0.1, -0.1, 0.1], [0.0, 0.0, 0.0], [-0.1, 0.0, 0.0], [0.0, 0.0, -0.1], [-0.1, 0.0, 0.1], [-0.1, 0.1, 0.0], [0.0, 0.0, 0.0], [0.0, 0.0, 0.0], [0.0, 0.0, 0.0], [0.0, 0.0, 0.0], [0.0, 0.0, 0.0], [-0.1, 0.0, 0.0], [0.0, 0.0, 0.0], [0.0, 0.0, 0.0], [0.0, 0.0, 0.0], [0.0, 0.0, 0.0], [0.0, 0.0, 0.0], [-0.1, 0.0, 0.0], [0.1, 0.1, 0.0], [0.0, 0.0, 0.1], [-0.1, -0.1, -0.2], [-0.1, -0.1, 0.1], [0.0, 0.0, 0.0], [-0.1, 0.0, 0.0], [0.0, -0.1, -0.1], [0.1, 0.0, 0.0], [0.0, 0.0, -0.1], [0.0, 0.1, 0.0], [0.1, 0.2, 0.2], [0.2, -0.3, -0.2], [0.0, 0.0, 0.0], [0.0, 0.0, 0.0], [0.0, 0.0, 0.0], [0.1, 0.1, 0.0], [0.0, 0.0, 0.0], [0.0, 0.0, 0.0], [0.0, 0.0, 0.0], [0.0, 0.0, 0.0], [0.0, 0.0, 0.0], [0.0, 0.0, 0.0], [0.0, 0.0, 0.0], [0.0, 0.0, 0.0], [0.0, 0.0, 0.0], [0.2, 0.2, 0.0], [0.0, 0.0, 0.0], [0.0, 0.0, 0.0], [0.0, 0.0, 0.0]],
  "mulliken_spin": [0.12, 0.00, -0.04, 0.09, 0.01, 0.01, 0.07, 0.19, 0.10, 0.12, 0.09, 0.01, 0.21, -0.09, 0.16, 0.00, 0.00, 0.00, 0.00, 0.02, 0.00, 0.02, 0.01, 0.00, 0.00, 0.00, 0.02, 0.00, 0.00, 0.00, -0.01, 0.00, 0.01, -0.01, 0.00, 0.00, 0.00, 0.00, 0.00, 0.00, 0.00, 0.00, 0.00, 0.00, 0.00, 0.00, 0.01, 0.00, 0.00, 0.00, 0.00, 0.00, 0.00, 0.00, 0.00, 0.00, 0.00, 0.02, -0.02, 0.01, 0.02, 0.00, 0.00, 0.00, -0.02, 0.07, -0.03, 0.00, -0.01, 0.86, 0.00, 0.00, 0.00, 0.00, -0.01, 0.00, 0.00, 0.00, 0.00, 0.00, 0.00, 0.01, 0.00, 0.00, 0.00, 0.00, 0.00],
  "gap_ev": [4.56, 6.07],
  "charge": -1,
  "spin_multiplicity": 3,
  "molar_mass_g_mol": 865.28
}